{
  "formula": "C20H29N3O6S",
  "method": "wB97M-V/def2-TZVPD",
  "elements": ["C", "H", "O", "C", "C", "N", "C", "O", "C", "N", "C", "O", "C", "H", "O", "C", "C", "C", "C", "C", "C", "H", "S", "O", "O", "N", "C", "H", "C", "C", "H", "H", "H", "C", "H", "H", "C", "C", "H", "H", "H", "C", "H", "H", "H", "H", "H", "H", "H", "H", "H", "H", "H", "H", "H", "H", "H", "H", "H"],
  "coordinates": [[4.01, -5.37, -1.15], [4.02, -6.23, -0.48], [3.26, -4.37, -0.51], [3.16, -3.18, -1.27], [2.34, -2.18, -0.46], [1.01, -2.70, -0.21], [-0.09, -2.20, -0.79], [-0.10, -1.19, -1.48], [-1.37, -2.99, -0.48], [-2.53, -2.21, -0.83], [-3.22, -2.56, -1.96], [-3.01, -3.59, -2.56], [-4.25, -1.55, -2.43], [-3.75, -0.92, -3.18], [-4.83, -0.74, -1.43], [-3.97, -0.31, -0.46], [-4.30, 0.84, 0.25], [-3.47, 1.31, 1.24], [-2.32, 0.61, 1.54], [-1.99, -0.56, 0.87], [-2.81, -1.03, -0.15], [-1.10, -1.07, 1.18], [-1.10, 1.24, 2.69], [-0.42, 0.13, 3.29], [-1.72, 2.21, 3.54], [-0.01, 2.03, 1.73], [-0.52, 3.20, 1.05], [-1.17, 3.71, 1.76], [0.65, 4.10, 0.63], [0.13, 5.32, -0.12], [-0.55, 5.89, 0.50], [0.96, 5.97, -0.41], [-0.39, 5.02, -1.03], [1.62, 3.29, -0.23], [2.49, 3.90, -0.48], [1.12, 3.01, -1.16], [2.08, 2.01, 0.48], [2.96, 2.29, 1.69], [3.40, 1.37, 2.06], [3.77, 2.98, 1.43], [2.37, 2.73, 2.49], [0.84, 1.21, 0.90], [1.13, 0.35, 1.51], [0.30, 0.85, 0.01], [2.65, 1.40, -0.23], [1.16, 4.43, 1.54], [-1.10, 2.91, 0.16], [-3.69, 2.21, 1.80], [-5.22, 1.35, -0.01], [-5.07, -2.07, -2.92], [-1.40, -3.28, 0.57], [-1.39, -3.89, -1.11], [0.99, -3.59, 0.26], [2.83, -1.98, 0.49], [2.22, -1.25, -1.02], [2.67, -3.39, -2.23], [4.16, -2.77, -1.47], [3.54, -5.66, -2.10], [5.03, -5.05, -1.34]],
  "total_energy_ev": -48801.8478,
  "charge": 0,
  "homo_energy_ev": -8.65,
  "fmax_ha_per_bohr": 0.02036
}

---

{
  "formula": "C20H29NO13",
  "method": "wB97M-V/def2-TZVPD",
  "elements": ["O", "H", "H", "H", "C", "C", "C", "O", "C", "C", "C", "O", "O", "O", "H", "H", "C", "C", "C", "O", "C", "C", "C", "O", "O", "O", "H", "H", "C", "C", "O", "H", "H", "H", "H", "H", "O", "H", "H", "C", "O", "C", "C", "N", "C", "C", "O", "C", "H", "H", "H", "H", "H", "H", "H", "H", "H", "H", "H", "H", "H", "H", "H"],
  "coordinates": [[0.26, 1.17, 0.91], [0.94, 1.12, 1.59], [0.45, 1.94, 0.36], [0.20, 0.35, 0.43], [6.68, -2.77, -1.61], [5.90, -2.02, -0.70], [4.56, -1.31, -1.10], [4.01, -0.64, -0.22], [4.07, -1.57, -2.40], [4.89, -2.20, -3.26], [6.24, -2.86, -2.91], [6.99, -3.41, -3.77], [4.31, -2.41, -4.41], [6.15, -1.86, 0.51], [7.64, -3.20, -1.34], [3.14, -1.15, -2.75], [1.01, 2.01, -4.11], [1.34, 1.55, -5.32], [2.67, 2.00, -5.99], [3.30, 1.39, -6.98], [3.53, 2.89, -5.40], [3.27, 3.34, -3.99], [1.91, 2.84, -3.29], [1.72, 3.26, -2.12], [3.91, 4.19, -3.41], [0.53, 0.71, -5.87], [0.04, 1.80, -3.67], [4.39, 3.29, -5.92], [2.49, 2.83, 6.45], [2.39, 3.06, 4.94], [2.91, 2.19, 4.04], [3.44, 3.15, 6.88], [2.46, 1.76, 6.64], [1.64, 3.34, 6.89], [2.74, 4.08, 4.78], [1.32, 3.13, 4.73], [-0.25, -2.14, 0.09], [0.50, -2.52, -0.36], [-1.01, -2.51, -0.35], [-3.63, 2.83, -0.23], [-3.74, 1.40, -0.36], [-4.54, 0.92, 0.76], [-5.18, -0.47, 0.47], [-4.17, -1.47, 0.46], [-4.79, -2.78, 0.56], [-5.42, -3.08, 1.95], [-4.47, -3.37, 2.93], [-4.99, -3.85, 4.18], [-3.13, 3.25, 0.63], [-4.52, 3.40, -0.51], [-2.88, 3.16, -0.94], [-5.43, 1.54, 0.91], [-3.88, 0.80, 1.61], [-5.73, -0.34, -0.46], [-5.97, -0.63, 1.20], [-3.56, -1.42, 1.27], [-3.89, -3.38, 0.43], [-5.46, -3.05, -0.25], [-6.05, -3.95, 1.79], [-6.05, -2.25, 2.24], [-4.18, -3.69, 4.90], [-5.06, -4.92, 3.96], [-5.95, -3.48, 4.55]],
  "total_energy_ev": -49300.0716,
  "charge": -4,
  "homo_energy_ev": 4.16,
  "fmax_ha_per_bohr": 0.11061
}

---

{
  "formula": "C20H29OSi",
  "method": "wB97M-V/def2-TZVPD",
  "elements": ["C", "C", "Si", "C", "C", "C", "H", "H", "H", "H", "H", "H", "H", "H", "H", "H", "H", "H", "H", "H", "C", "O", "C", "C", "C", "C", "C", "C", "C", "C", "C", "C", "C", "C", "C", "C", "H", "H", "H", "H", "H", "H", "H", "H", "H", "H", "H", "H", "H", "H", "H"],
  "coordinates": [[-3.48, 6.46, 8.88], [-2.15, 7.25, 8.82], [-0.89, 6.56, 7.67], [-1.52, 6.32, 5.87], [0.85, 7.15, 7.87], [1.61, 6.99, 9.22], [-0.72, 1.60, 7.76], [-4.22, 6.92, 9.55], [-3.96, 6.40, 7.89], [-3.32, 5.42, 9.21], [-2.29, 8.25, 8.38], [-1.66, 7.39, 9.80], [-1.68, 7.32, 5.40], [-0.77, 5.78, 5.24], [-2.48, 5.77, 5.80], [1.41, 6.74, 7.00], [0.63, 8.21, 7.61], [2.64, 7.39, 9.17], [1.10, 7.56, 10.02], [1.67, 5.93, 9.53], [3.82, -2.51, 5.15], [3.60, -1.24, 5.83], [2.57, -0.93, 6.66], [2.75, 0.25, 7.44], [1.76, 0.75, 8.25], [0.52, 0.08, 8.31], [-0.69, 0.95, 8.63], [-2.13, 0.44, 8.75], [-3.01, 1.14, 9.60], [-4.38, 0.90, 9.70], [-4.92, -0.20, 9.00], [-6.40, -0.50, 9.05], [-4.04, -0.94, 8.20], [-2.71, -0.54, 7.95], [0.48, -1.23, 7.82], [1.41, -1.71, 6.89], [4.89, -2.52, 4.87], [3.62, -3.36, 5.82], [3.20, -2.62, 4.25], [3.72, 0.72, 7.36], [1.90, 1.68, 8.82], [-0.54, 1.55, 9.56], [-2.59, 1.96, 10.18], [-5.02, 1.51, 10.36], [-6.55, -1.41, 8.47], [-6.75, -0.67, 10.08], [-7.03, 0.28, 8.59], [-4.40, -1.88, 7.76], [-2.18, -1.03, 7.14], [-0.32, -1.84, 8.24], [1.29, -2.67, 6.37]],
  "total_energy_ev": -31126.9128,
  "charge": 1,
  "homo_energy_ev": -9.75,
  "fmax_ha_per_bohr": 0.04700
}

---

{
  "formula": "C20H30F2N3O2",
  "method": "wB97M-V/def2-TZVPD",
  "elements": ["C", "C", "C", "C", "C", "C", "C", "C", "C", "C", "N", "N", "C", "O", "F", "C", "O", "F", "C", "C", "H", "H", "H", "H", "H", "H", "H", "H", "H", "H", "H", "H", "H", "H", "H", "C", "C", "N", "C", "C", "C", "C", "H", "H", "H", "H", "H", "H", "H", "H", "H", "H", "H", "H", "H", "H", "H"],
  "coordinates": [[1.01, 0.61, 0.46], [-0.19, 1.43, -0.15], [-1.11, 2.07, 0.82], [-2.27, 2.88, 0.36], [-2.47, 3.01, -1.10], [-1.55, 2.38, -2.07], [-0.39, 1.56, -1.61], [0.55, 0.88, -2.68], [2.00, 1.52, -2.73], [3.26, 0.63, -2.42], [3.80, 0.15, -3.51], [4.96, -0.62, -3.29], [5.16, -1.64, -4.32], [4.64, -2.70, -4.26], [6.01, -1.42, -5.39], [6.09, 0.32, -3.19], [6.71, 0.50, -2.21], [6.43, 1.09, -4.30], [3.09, 0.52, -4.76], [2.39, 1.87, -4.26], [0.56, -0.29, 0.97], [1.55, 1.18, 1.28], [1.70, 0.33, -0.38], [-0.93, 1.99, 1.92], [-2.96, 3.37, 1.09], [-3.36, 3.63, -1.42], [-1.75, 2.53, -3.16], [0.06, 1.11, -3.68], [0.53, -0.24, -2.59], [2.11, 2.39, -2.02], [3.80, 0.37, -1.47], [2.28, -0.24, -5.00], [3.76, 0.74, -5.63], [3.20, 2.65, -4.09], [1.55, 2.13, -4.94], [-3.13, -0.99, 1.25], [-2.25, -1.58, 2.34], [-2.41, -0.93, 3.64], [-1.37, -1.29, 4.59], [-1.29, -2.75, 5.04], [-3.76, -0.90, 4.17], [-4.49, -2.23, 4.37], [-2.98, 0.09, 1.17], [-2.88, -1.44, 0.29], [-4.19, -1.18, 1.44], [-1.21, -1.45, 2.01], [-2.43, -2.66, 2.40], [-1.46, -0.66, 5.48], [-0.40, -1.02, 4.15], [-2.09, -3.01, 5.74], [-0.34, -2.92, 5.57], [-1.32, -3.45, 4.20], [-4.37, -0.27, 3.51], [-3.76, -0.35, 5.12], [-4.38, -2.90, 3.51], [-5.56, -2.05, 4.50], [-4.15, -2.75, 5.26]],
  "total_energy_ev": -35215.5546,
  "charge": 1,
  "homo_energy_ev": -9.80,
  "fmax_ha_per_bohr": 0.06825
}

---

{
  "formula": "C20H30FN9O3",
  "method": "wB97M-V/def2-TZVPD",
  "elements": ["N", "C", "C", "O", "C", "O", "O", "C", "F", "H", "H", "H", "H", "H", "H", "C", "C", "N", "H", "H", "H", "C", "C", "N", "H", "H", "H", "C", "C", "N", "H", "H", "H", "C", "C", "N", "H", "H", "H", "C", "C", "N", "H", "H", "H", "C", "C", "N", "H", "H", "H", "C", "C", "N", "H", "H", "H", "C", "C", "N", "H", "H", "H"],
  "coordinates": [[-0.42, -0.57, -0.40], [-0.95, -1.97, -0.67], [-2.59, -2.08, -0.74], [-3.25, -2.22, 0.56], [-4.45, -1.37, 0.60], [-5.05, -0.93, 1.71], [-4.79, -1.23, -0.83], [-3.47, -0.90, -1.46], [-3.22, 0.45, -0.89], [-0.89, -0.11, 0.40], [-0.44, 0.03, -1.27], [-0.44, -2.37, -1.65], [-0.58, -2.69, 0.20], [-2.75, -3.11, -1.27], [-3.75, -0.97, -2.59], [-6.62, -1.39, -4.76], [-5.17, -1.45, -4.96], [-4.01, -1.49, -5.12], [-7.06, -2.40, -4.70], [-6.89, -0.87, -3.84], [-7.13, -0.87, -5.59], [-2.03, -4.57, -4.55], [-1.71, -4.55, -3.12], [-1.45, -4.54, -1.98], [-2.40, -3.59, -4.89], [-1.16, -4.82, -5.16], [-2.81, -5.30, -4.78], [0.89, -0.47, 3.62], [0.54, -0.64, 2.20], [0.27, -0.78, 1.07], [0.35, -1.19, 4.25], [1.96, -0.62, 3.80], [0.63, 0.53, 3.98], [3.97, 2.01, 3.04], [4.28, 1.17, 4.21], [4.52, 0.51, 5.14], [4.84, 2.10, 2.37], [3.15, 1.59, 2.45], [3.68, 3.02, 3.34], [7.49, 3.43, 5.71], [7.14, 3.26, 4.29], [6.87, 3.13, 3.17], [6.95, 2.71, 6.35], [8.56, 3.28, 5.89], [7.23, 4.43, 6.08], [6.94, 5.33, -0.26], [5.51, 4.97, -0.24], [4.39, 4.69, -0.22], [7.09, 6.41, -0.40], [7.44, 5.06, 0.68], [7.48, 4.82, -1.07], [1.73, 5.53, 4.52], [1.56, 4.23, 3.85], [1.43, 3.20, 3.32], [0.77, 5.99, 4.77], [2.29, 5.44, 5.45], [2.27, 6.24, 3.89], [-6.37, -5.88, -5.30], [-5.62, -4.97, -6.17], [-5.02, -4.25, -6.87], [-6.45, -5.49, -4.27], [-7.39, -6.04, -5.66], [-5.90, -6.87, -5.23]],
  "total_energy_ev": -43485.5230,
  "charge": 0,
  "homo_energy_ev": -5.12,
  "fmax_ha_per_bohr": 0.31137
}

---

{
  "formula": "C20H30N2O5S",
  "method": "wB97M-V/def2-TZVPD",
  "elements": ["C", "S", "C", "C", "C", "O", "C", "O", "N", "C", "C", "O", "C", "C", "N", "C", "O", "C", "C", "C", "C", "C", "C", "O", "C", "C", "C", "C", "H", "H", "H", "H", "H", "H", "H", "H", "H", "H", "H", "H", "H", "H", "H", "H", "H", "H", "H", "H", "H", "H", "H", "H", "H", "H", "H", "H", "H", "H"],
  "coordinates": [[-7.56, -0.81, 3.47], [-6.41, -0.73, 2.09], [-5.69, 0.92, 2.36], [-5.01, 1.09, 3.71], [-4.74, 1.23, 1.18], [-4.56, 2.63, 1.06], [-3.35, 0.63, 1.41], [-2.43, 1.27, 1.89], [-3.24, -0.67, 1.06], [-2.04, -1.44, 1.30], [-1.21, -1.66, 0.03], [-2.08, -2.40, -0.82], [-0.80, -0.34, -0.63], [0.28, 0.39, 0.16], [1.43, -0.48, 0.37], [2.55, -0.49, -0.42], [3.34, -1.41, -0.41], [2.77, 0.74, -1.30], [4.11, 0.74, -1.99], [4.38, -0.16, -3.01], [5.61, -0.16, -3.64], [6.60, 0.75, -3.27], [7.94, 0.70, -3.95], [8.67, 1.88, -3.66], [6.33, 1.65, -2.25], [5.09, 1.64, -1.62], [1.10, -1.69, 1.11], [0.04, -2.49, 0.36], [-8.17, -1.70, 3.32], [-7.04, -0.91, 4.42], [-8.20, 0.06, 3.48], [-6.51, 1.63, 2.27], [-4.50, 2.05, 3.74], [-5.74, 1.06, 4.52], [-4.27, 0.31, 3.87], [-5.16, 0.82, 0.26], [-5.32, 2.99, 0.60], [-4.03, -1.15, 0.65], [-1.46, -0.91, 2.05], [-2.32, -2.42, 1.69], [-1.63, -2.56, -1.66], [-0.42, -0.57, -1.63], [-1.68, 0.29, -0.75], [0.58, 1.30, -0.35], [-0.11, 0.69, 1.13], [1.96, 0.78, -2.04], [2.66, 1.64, -0.69], [3.63, -0.89, -3.30], [5.80, -0.87, -4.44], [8.48, -0.19, -3.60], [7.79, 0.59, -5.03], [9.56, 1.77, -4.01], [7.09, 2.36, -1.96], [4.89, 2.36, -0.83], [2.01, -2.27, 1.23], [0.74, -1.39, 2.10], [-0.26, -3.37, 0.94], [0.47, -2.85, -0.57]],
  "total_energy_ev": -45280.9497,
  "charge": 0,
  "homo_energy_ev": -8.66,
  "fmax_ha_per_bohr": 0.00146
}

---

{
  "formula": "C20H30N4O4",
  "method": "wB97M-V/def2-TZVPD",
  "elements": ["C", "O", "C", "C", "C", "C", "N", "C", "C", "O", "N", "C", "C", "C", "O", "C", "N", "C", "O", "C", "N", "C", "C", "C", "C", "C", "C", "C", "H", "H", "H", "H", "H", "H", "H", "H", "H", "H", "H", "H", "H", "H", "H", "H", "H", "H", "H", "H", "H", "H", "H", "H", "H", "H", "H", "H", "H", "H"],
  "coordinates": [[-3.95, -5.57, -3.90], [-3.10, -4.70, -3.19], [-2.30, -3.87, -3.92], [-2.26, -3.82, -5.31], [-1.43, -2.92, -5.95], [-0.61, -2.04, -5.25], [0.25, -1.19, -5.92], [-0.63, -2.11, -3.84], [0.23, -1.20, -3.03], [0.52, -0.07, -3.41], [0.65, -1.69, -1.84], [1.54, -0.94, -0.98], [1.29, -1.28, 0.48], [2.18, -0.51, 1.43], [3.51, -0.84, 1.13], [1.83, 1.00, 1.53], [1.27, 0.73, 2.85], [0.50, 1.38, 3.74], [0.16, 0.85, 4.79], [0.05, 2.79, 3.32], [1.21, 3.54, 2.89], [2.12, 3.77, 4.00], [0.93, 4.79, 2.20], [-1.16, 2.62, 2.36], [-2.09, 2.72, 3.59], [-0.93, 3.37, 4.38], [1.75, -0.64, 2.92], [-1.48, -3.01, -3.21], [-4.50, -6.14, -3.16], [-4.66, -5.01, -4.52], [-3.38, -6.26, -4.53], [-2.89, -4.48, -5.91], [-1.41, -2.90, -7.04], [0.50, -0.36, -5.40], [-0.02, -1.00, -6.88], [0.56, -2.68, -1.69], [2.59, -1.13, -1.23], [1.35, 0.12, -1.17], [0.24, -1.07, 0.73], [1.46, -2.35, 0.65], [4.10, -0.35, 1.71], [2.71, 1.66, 1.55], [1.12, 1.39, 0.79], [3.05, 4.21, 3.64], [1.70, 4.45, 4.76], [2.36, 2.83, 4.50], [1.88, 5.26, 1.94], [0.38, 4.61, 1.28], [0.37, 5.51, 2.82], [-1.28, 3.48, 1.71], [-1.19, 1.71, 1.75], [-3.00, 3.30, 3.46], [-2.34, 1.74, 3.99], [-0.79, 3.05, 5.40], [-0.96, 4.46, 4.31], [0.97, -1.38, 3.15], [2.58, -0.78, 3.61], [-1.55, -3.04, -2.13]],
  "total_energy_ev": -35376.6035,
  "charge": 0,
  "homo_energy_ev": -7.62,
  "fmax_ha_per_bohr": 0.00213
}

---

{
  "formula": "C20H30N4O4",
  "method": "wB97M-V/def2-TZVPD",
  "elements": ["C", "O", "C", "C", "C", "C", "N", "C", "C", "O", "N", "C", "C", "C", "O", "C", "N", "C", "O", "C", "N", "C", "C", "C", "C", "C", "C", "C", "H", "H", "H", "H", "H", "H", "H", "H", "H", "H", "H", "H", "H", "H", "H", "H", "H", "H", "H", "H", "H", "H", "H", "H", "H", "H", "H", "H", "H", "H"],
  "coordinates": [[-2.16, 7.22, 0.70], [-2.10, 5.83, 0.98], [-2.05, 4.99, -0.09], [-2.08, 5.39, -1.42], [-2.00, 4.44, -2.43], [-1.90, 3.07, -2.16], [-1.87, 2.15, -3.20], [-1.90, 2.68, -0.81], [-1.80, 1.23, -0.46], [-1.20, 0.42, -1.16], [-2.39, 0.85, 0.70], [-2.44, -0.55, 1.09], [-1.37, -0.89, 2.12], [-1.05, -2.37, 2.14], [-2.22, -3.06, 2.49], [-0.30, -2.82, 0.85], [0.93, -2.87, 1.64], [2.19, -2.47, 1.37], [2.98, -2.23, 2.27], [2.53, -2.29, -0.11], [1.98, -3.41, -0.86], [2.71, -4.63, -0.54], [1.90, -3.22, -2.30], [2.12, -0.83, -0.50], [3.56, -0.39, -0.18], [4.01, -1.87, -0.28], [0.25, -2.70, 2.92], [-1.96, 3.63, 0.20], [-2.18, 7.72, 1.67], [-1.28, 7.55, 0.14], [-3.07, 7.47, 0.15], [-2.14, 6.43, -1.69], [-2.02, 4.76, -3.46], [-1.44, 1.27, -2.95], [-1.59, 2.53, -4.09], [-3.02, 1.50, 1.15], [-3.43, -0.77, 1.48], [-2.30, -1.14, 0.19], [-0.45, -0.35, 1.87], [-1.66, -0.57, 3.12], [-2.05, -4.01, 2.46], [-0.61, -3.80, 0.48], [-0.30, -2.11, 0.02], [2.22, -5.48, -1.00], [3.76, -4.60, -0.89], [2.73, -4.78, 0.54], [1.51, -4.14, -2.74], [1.19, -2.43, -2.54], [2.86, -3.00, -2.77], [1.90, -0.74, -1.56], [1.30, -0.37, 0.05], [4.02, 0.32, -0.87], [3.66, -0.02, 0.84], [4.71, -2.23, 0.46], [4.36, -2.11, -1.29], [0.67, -1.91, 3.55], [0.18, -3.63, 3.50], [-1.91, 3.34, 1.24]],
  "total_energy_ev": -35376.6934,
  "charge": 0,
  "homo_energy_ev": -7.69,
  "fmax_ha_per_bohr": 0.00454
}